Entry from the Open Molecules 2025 dataset: a cluster of 10 separate species, C16H52O10 in total (ωB97M-V/def2-TZVPD).

Atoms and positions in Å:
C 16.566 10.643 -20.742
C 16.365 9.377 -21.630
C 16.703 9.630 -23.103
O 17.432 8.514 -21.170
H 15.746 11.331 -20.962
H 17.505 11.175 -20.871
H 16.484 10.160 -19.769
H 15.390 8.943 -21.431
H 15.793 9.919 -23.635
H 17.097 8.759 -23.628
H 17.459 10.412 -23.162
H 18.314 8.891 -21.253
C 14.077 7.414 -27.898
C 13.694 7.812 -26.457
C 14.832 7.686 -25.464
O 13.154 9.091 -26.415
H 14.846 6.639 -27.833
H 14.667 8.250 -28.288
H 13.252 7.137 -28.549
H 12.908 7.127 -26.082
H 15.141 6.661 -25.268
H 14.434 8.068 -24.519
H 15.675 8.336 -25.708
H 12.522 9.255 -27.116
C 14.621 11.002 -16.996
C 13.634 10.131 -17.749
C 12.197 10.333 -17.269
O 13.686 10.438 -19.134
H 14.707 12.038 -17.327
H 15.605 10.526 -17.045
H 14.453 11.047 -15.915
H 13.939 9.086 -17.641
H 12.052 11.400 -17.080
H 12.128 9.918 -16.257
H 11.448 9.922 -17.939
H 13.889 11.369 -19.258
C 20.032 9.779 -18.321
O 19.884 9.997 -16.906
H 19.474 8.909 -18.653
H 19.782 10.643 -18.944
H 21.120 9.769 -18.428
H 19.257 9.345 -16.583
C 20.776 8.510 -22.673
O 20.025 9.681 -22.354
H 20.948 7.988 -21.736
H 20.285 7.882 -23.419
H 21.748 8.767 -23.104
H 20.031 10.267 -23.115
C 12.981 6.521 -20.904
O 12.288 6.767 -22.120
H 14.071 6.552 -21.048
H 12.699 7.246 -20.149
H 12.863 5.455 -20.675
H 12.572 6.109 -22.759
C 16.539 6.613 -18.202
O 16.898 6.253 -16.871
H 16.405 5.763 -18.872
H 15.615 7.189 -18.109
H 17.297 7.248 -18.659
H 16.660 5.348 -16.667
C 17.621 11.124 -26.208
O 17.343 12.295 -25.433
H 18.366 10.588 -25.603
H 16.704 10.572 -26.380
H 18.173 11.361 -27.123
H 18.108 12.865 -25.557
C 12.450 10.390 -22.005
O 12.908 9.786 -23.216
H 11.552 10.992 -22.154
H 12.234 9.647 -21.235
H 13.316 10.931 -21.634
H 12.357 9.033 -23.449
C 18.394 14.056 -21.368
O 17.195 14.804 -21.097
H 18.103 13.388 -22.176
H 19.125 14.765 -21.769
H 18.808 13.546 -20.498
H 17.410 15.336 -20.324

Summary:
Molecular weight: 404.58 g/mol
Kohn-Sham gap: 9.774 eV
Energy above the lowest of the compared OMol25 structures with the same formula, charge and spin: 122.1 kcal/mol
Total energy: -1392.997470 a.u.

Atom charges from the Mulliken analysis, given in e for atoms 1 to 6: -0.79, 0.52, -0.81, -0.53, 0.21, 0.27

Entry from the Open Molecules 2025 dataset: a cluster of 12 separate species, C16H54F6O11P in total (ωB97M-V/def2-TZVPD).

Atoms and positions in Å:
P 0.555 0.810 0.373
F 1.962 1.364 -0.212
F 1.311 -0.634 0.404
F 1.023 1.181 1.859
F -0.776 0.081 0.981
F -0.187 2.268 0.339
F 0.019 0.548 -1.156
C 0.500 -4.332 2.121
C -0.003 -3.229 3.048
O -1.272 -3.542 3.658
H 1.262 -4.003 1.415
H -0.301 -4.682 1.470
H 0.954 -5.170 2.649
H -0.155 -2.325 2.458
H 0.821 -3.061 3.740
H -1.573 -2.703 4.015
C 0.986 5.167 1.684
C 1.404 4.368 2.887
O 0.378 3.418 3.194
H 1.745 5.793 1.215
H 0.266 5.938 1.959
H 0.607 4.644 0.806
H 1.651 4.996 3.743
H 2.210 3.684 2.622
H 0.317 2.807 2.456
C -2.126 -2.683 -0.427
C -2.930 -3.948 -0.145
O -4.243 -4.045 -0.780
H -1.198 -2.571 0.135
H -2.750 -1.791 -0.380
H -1.872 -2.597 -1.483
H -3.128 -3.926 0.927
H -2.386 -4.884 -0.276
H -4.911 -4.499 -0.262
C -1.670 4.690 -1.704
C -2.904 4.932 -2.627
O -2.634 5.176 -4.003
H -1.953 4.586 -0.656
H -0.940 5.494 -1.801
H -1.206 3.739 -1.965
H -3.486 5.752 -2.205
H -3.513 4.028 -2.624
H -3.188 4.590 -4.523
C 2.456 -2.504 -2.055
C 3.290 -1.300 -2.529
O 3.689 -0.596 -1.427
H 2.191 -3.163 -2.881
H 1.525 -2.198 -1.577
H 3.015 -3.160 -1.389
H 2.619 -0.664 -3.105
H 4.131 -1.580 -3.164
H 2.910 -0.535 -0.869
O -2.525 3.239 1.806
H -3.425 2.938 1.679
H -2.110 3.120 0.952
O 4.067 1.758 -2.833
H 4.125 1.019 -2.228
H 3.154 2.042 -2.779
O 1.424 2.176 -2.728
H 1.230 1.804 -1.868
H 0.683 1.915 -3.275
O -1.330 0.935 3.702
H -1.570 0.035 3.921
H -1.069 0.897 2.782
C -4.962 -0.394 -3.096
C -3.952 0.783 -3.284
C -2.708 0.651 -2.510
O -3.620 0.661 -4.643
H -5.824 -0.377 -3.762
H -5.308 -0.319 -2.066
H -4.481 -1.354 -3.287
H -4.410 1.769 -3.201
H -2.885 0.627 -1.435
H -1.910 1.376 -2.673
H -2.293 -0.324 -2.767
H -3.618 -0.268 -4.884
C 3.929 -3.872 3.460
C 4.702 -2.827 2.815
C 3.813 -1.988 1.907
O 5.118 -2.034 3.925
H 3.030 -3.587 4.007
H 4.510 -4.524 4.113
H 3.681 -4.577 2.667
H 5.547 -3.170 2.218
H 3.148 -1.389 2.529
H 3.201 -2.638 1.283
H 4.341 -1.322 1.224
H 5.800 -2.514 4.401

Summary:
Net charge: -1
Molecular weight: 567.56 g/mol
Kohn-Sham gap: 9.029 eV
Energy above the lowest of the compared OMol25 structures with the same formula, charge and spin: 46.7 kcal/mol
Total energy: -2410.411335 a.u.

Atom charges from the Mulliken analysis, given in e for atoms 1 to 6: 2.29, -0.61, -0.36, -0.49, -0.42, -0.06

Entry from the Open Molecules 2025 dataset: a cluster of 9 separate species, C16H54N4O9 in total (ωB97M-V/def2-TZVPD).

Atoms and positions in Å:
C 21.406 15.523 37.985
C 21.634 16.243 36.641
C 23.032 16.130 36.030
O 23.042 17.117 34.927
C 24.349 17.504 34.416
N 20.722 15.596 35.711
H 21.572 14.446 37.987
H 20.361 15.565 38.292
H 22.051 16.021 38.710
H 21.255 17.265 36.657
H 23.269 15.107 35.739
H 23.844 16.403 36.705
H 24.262 18.267 33.643
H 24.883 16.675 33.951
H 24.974 17.871 35.231
H 20.891 16.218 34.934
H 21.093 14.681 35.498
C 25.349 21.492 37.502
C 25.764 21.667 36.056
C 26.623 20.551 35.519
O 27.952 20.662 36.081
C 28.697 19.615 35.617
N 24.563 21.857 35.201
H 24.982 22.475 37.796
H 26.200 21.330 38.163
H 24.604 20.708 37.641
H 26.412 22.533 35.923
H 26.828 20.748 34.467
H 26.091 19.605 35.608
H 28.658 19.447 34.541
H 28.398 18.672 36.074
H 29.719 19.749 35.972
H 23.924 21.140 35.513
H 24.729 21.576 34.246
C 27.042 23.514 33.126
C 27.707 24.601 32.355
C 28.827 25.373 33.107
O 29.493 26.238 32.232
C 30.678 26.865 32.824
N 28.213 23.995 31.134
H 26.620 23.914 34.048
H 27.698 22.682 33.383
H 26.174 23.194 32.551
H 26.911 25.329 32.199
H 29.539 24.642 33.489
H 28.457 26.015 33.906
H 31.354 27.231 32.052
H 31.233 26.157 33.439
H 30.607 27.717 33.501
H 28.775 24.638 30.595
H 28.887 23.296 31.411
C 27.043 23.985 27.622
C 26.689 22.544 28.091
C 27.817 21.629 27.692
O 28.009 21.475 26.312
C 29.053 20.575 25.983
N 26.365 22.540 29.513
H 26.400 24.765 28.028
H 27.155 23.984 26.537
H 28.023 24.345 27.934
H 25.822 22.136 27.570
H 27.768 20.714 28.282
H 28.740 22.115 28.009
H 30.052 20.821 26.343
H 29.105 20.609 24.894
H 28.812 19.583 26.364
H 27.040 22.975 30.125
H 25.460 22.869 29.816
O 26.999 20.161 31.133
H 26.927 20.896 30.524
H 26.392 20.377 31.841
O 22.659 22.302 31.194
H 22.477 22.297 30.255
H 22.015 21.700 31.567
O 24.495 20.937 32.498
H 23.733 20.359 32.459
H 24.202 21.749 32.085
O 21.595 20.003 32.500
H 21.290 19.596 31.689
H 20.828 20.001 33.072
O 23.323 24.454 32.675
H 23.225 23.641 32.181
H 23.149 24.206 33.583

Summary:
Net charge: +1
⟨S²⟩: 0.754
Molecular weight: 446.63 g/mol
Kohn-Sham gap (alpha / beta): 8.055 / 1.561 eV
Energy above the lowest of the compared OMol25 structures with the same formula, charge and spin: 5.3 kcal/mol
2S+1: 2
Total energy: -1537.712106 a.u.

Atom charges from the Mulliken analysis, given in e for atoms 1 to 6: -1.47, 0.35, -0.57, -0.28, -0.29, -0.77

Summary of max |F| in eV Å⁻¹
3.905; 3.508; 2.472
(order as listed above)